Here is the ion CH6N3O with charge +1 from OMol25. Energies are from ωB97M-V/def2-TZVPD.

Values from the calculation:
SMILES	N[C@]1([NH3+])NO1
energy above the lowest of the compared OMol25 structures with the same formula, charge and spin	55.69	kcal per mole
gap between HOMO and LUMO	11.611	eV
charge	+1
E	-7642.1712	eV

Each line ends with the Mulliken charge.
Cartesian coordinates (Å):
N 0.098 1.167 0.934  -0.455
C -0.482 0.159 0.283  0.752
N 0.311 -1.121 0.373  -0.277
N -1.081 0.187 -1.065  -0.545
O -1.815 -0.135 0.149  -0.325
H -0.150 1.314 1.866  0.243
H 0.167 2.068 0.479  0.280
H 0.893 -1.359 1.113  0.299
H 0.768 -1.186 -0.478  0.339
H -0.470 -1.788 0.176  0.372
H -1.563 1.051 -1.396  0.317


Here is an isolated molecule of C21H29N3O4 from OMol25. Energies are from ωB97M-V/def2-TZVPD.

Values from the calculation:
SMILES	COc1ccc(CNC(=O)[C@H]2CCC(=O)N(CCCN3CCCC3=O)C2)cc1
energy above the lowest of the compared OMol25 structures with the same formula, charge and spin	9.06	kcal per mole
gap between HOMO and LUMO	8.950	eV
E	-34909.9784	eV

Each line ends with the Mulliken charge.
Cartesian coordinates (Å):
C 1.002 -5.612 -3.981  -0.864
O 1.762 -4.814 -3.105  -0.455
C 1.174 -4.363 -1.961  0.891
C -0.138 -4.622 -1.580  -0.439
C -0.626 -4.106 -0.391  -0.782
C 0.173 -3.339 0.441  0.202
C -0.377 -2.721 1.697  -1.444
N -0.819 -1.368 1.418  0.205
C -2.058 -0.927 1.694  -0.195
O -2.898 -1.574 2.287  -0.738
C -2.278 0.511 1.221  1.009
C -3.749 0.893 1.136  -0.916
C -3.857 2.305 0.574  -0.572
C -2.783 3.292 0.998  0.774
O -2.849 4.456 0.637  -0.690
N -1.745 2.840 1.741  0.146
C -0.698 3.769 2.113  -1.148
C 0.651 3.440 1.464  -0.555
C 0.523 3.261 -0.053  -0.724
N 1.633 2.519 -0.600  0.283
C 2.814 3.152 -1.140  -0.556
C 3.822 2.001 -1.258  -0.723
C 2.942 0.753 -1.335  -0.256
C 1.648 1.178 -0.666  0.063
O 0.759 0.449 -0.266  -0.841
C -1.622 1.474 2.206  -0.819
C 1.484 -3.082 0.052  -0.018
C 1.981 -3.585 -1.130  -0.683
H 1.667 -5.855 -4.809  0.240
H 0.131 -5.071 -4.364  0.341
H 0.673 -6.537 -3.498  0.348
H -0.790 -5.218 -2.199  0.392
H -1.649 -4.306 -0.109  0.391
H -1.245 -3.270 2.070  0.593
H 0.394 -2.699 2.477  0.363
H -0.203 -0.803 0.846  0.199
H -1.801 0.626 0.242  0.131
H -4.292 0.193 0.500  0.390
H -4.186 0.833 2.134  0.302
H -4.820 2.755 0.822  0.363
H -3.802 2.277 -0.519  0.259
H -1.037 4.755 1.784  0.450
H -0.586 3.774 3.202  0.326
H 1.355 4.240 1.699  0.448
H 1.050 2.513 1.881  0.348
H 0.450 4.226 -0.557  0.368
H -0.382 2.687 -0.266  0.253
H 2.589 3.594 -2.119  0.311
H 3.162 3.946 -0.476  0.345
H 4.447 1.961 -0.366  0.314
H 4.469 2.113 -2.125  0.344
H 2.711 0.476 -2.365  0.279
H 3.371 -0.118 -0.843  0.251
H -0.563 1.235 2.309  0.415
H -2.094 1.367 3.192  0.266
H 2.118 -2.480 0.686  0.374
H 2.997 -3.394 -1.438  0.438


Here is a structure of composition C14H8Cl5N6OS4SbSn from OMol25. Energies are from ωB97M-V/def2-TZVPD.

Values from the calculation:
gap between HOMO and LUMO	5.729	eV
charge	-2
E	-143965.3033	eV

Each line ends with the Mulliken charge.
Cartesian coordinates (Å):
Sn 1.548 -0.698 -1.646  0.498
Cl -1.395 6.840 -0.994  -0.246
C -1.122 5.131 -1.138  0.296
C 0.157 4.626 -1.375  0.077
Cl 1.484 5.735 -1.533  -0.222
C 0.381 3.269 -1.492  0.533
Cl 1.966 2.655 -1.809  -0.178
C -0.665 2.296 -1.373  -0.826
O -0.492 1.062 -1.476  -0.278
C -1.962 2.867 -1.136  0.381
Cl -3.270 1.740 -1.001  -0.208
C -2.175 4.225 -1.024  0.089
Cl -3.781 4.827 -0.740  -0.229
N 2.659 0.864 1.212  -0.044
C 1.704 -0.022 1.578  0.118
N 1.453 -0.102 2.890  -0.692
C 0.409 -0.879 3.210  0.249
N 0.024 -0.833 4.540  -0.471
N -0.298 -1.630 2.410  -0.723
C 0.192 -1.707 1.108  0.514
N 1.060 -0.704 0.622  0.218
C -0.891 -2.078 0.136  0.394
C -2.103 -2.636 0.552  -0.892
C -3.027 -2.976 -0.408  -0.320
C -2.738 -2.756 -1.755  -0.791
C -1.522 -2.192 -2.069  -0.319
N -0.626 -1.866 -1.141  0.293
H 3.160 1.235 2.002  0.273
H 3.233 0.607 0.408  -0.114
H 0.758 -0.514 5.151  0.267
H -0.463 -1.660 4.842  0.255
H -2.276 -2.778 1.607  0.480
H -3.978 -3.406 -0.117  0.403
H -3.445 -3.001 -2.536  0.386
H -1.243 -1.971 -3.093  0.361
S 5.042 -3.634 -2.788  -0.759
Sb 4.574 -2.709 -0.747  0.370
S 4.195 -0.358 -1.224  -0.705
S 2.103 -3.432 -0.790  -0.218
S 1.369 -3.435 1.135  -0.221


HOMO level / eV: -15.22, -8.36, -1.74